Entry 1:
A molecular structure, C27H82O14 in a non-equilibrium geometry. Source: OMol25; level of theory: ωB97M-V/def2-TZVPD.

Geometry as ORCA input:
```
! RIJCOSX wB97M-V def2-TZVPD def2/J DEFGRID3
* xyz 0 1
C -5.307 1.264 -1.496
C -4.531 2.569 -1.537
C -3.815 2.809 -0.207
O -3.594 2.450 -2.558
H -5.578 0.991 -2.516
H -6.188 1.458 -0.885
H -4.653 0.529 -1.027
H -5.199 3.408 -1.728
H -4.505 2.967 0.623
H -3.187 3.697 -0.270
H -3.161 1.969 0.025
H -3.259 3.317 -2.796
C 1.471 -3.158 3.527
C 0.222 -2.291 3.570
C -0.346 -1.935 2.220
O -0.815 -3.116 4.117
H 1.339 -4.047 2.910
H 1.610 -3.419 4.576
H 2.363 -2.668 3.136
H 0.287 -1.397 4.191
H 0.356 -1.374 1.603
H -1.255 -1.339 2.293
H -0.624 -2.749 1.551
H -0.679 -3.212 5.063
C -1.320 0.251 0.058
C 0.030 0.494 -0.499
C 1.062 -0.491 0.062
O -0.119 0.343 -1.904
H -1.595 -0.804 0.069
H -2.048 0.961 -0.334
H -1.352 0.516 1.114
H 0.332 1.515 -0.268
H 2.021 -0.515 -0.454
H 0.627 -1.456 0.323
H 1.376 -0.296 1.088
H -0.270 -0.596 -2.040
C 4.401 0.580 0.550
C 4.803 1.308 -0.747
C 3.926 0.925 -1.936
O 4.779 2.697 -0.517
H 4.845 1.005 1.451
H 4.680 -0.472 0.492
H 3.326 0.538 0.726
H 5.784 0.931 -1.040
H 4.163 -0.087 -2.265
H 4.032 1.537 -2.832
H 2.853 0.954 -1.745
H 4.449 3.162 -1.289
C -1.540 0.608 -3.503
C -2.880 0.165 -3.970
C -3.653 -0.681 -2.929
O -3.636 1.334 -4.088
H -1.208 1.337 -4.242
H -0.816 -0.206 -3.542
H -1.446 1.186 -2.584
H -2.772 -0.343 -4.929
H -3.254 -1.693 -2.999
H -4.730 -0.751 -3.078
H -3.521 -0.345 -1.901
H -3.609 1.747 -3.222
C -1.315 0.260 4.084
C -0.274 0.941 3.185
C -0.942 2.134 2.482
O 0.825 1.405 3.954
H -2.140 0.085 3.394
H -1.580 0.810 4.986
H -0.912 -0.738 4.254
H 0.176 0.253 2.468
H -1.508 2.673 3.243
H -1.705 1.897 1.741
H -0.219 2.829 2.055
H 1.459 1.718 3.304
C 2.554 -0.578 2.346
C 3.624 -1.038 3.272
O 4.536 -1.938 2.680
H 2.097 -1.422 1.830
H 3.009 0.016 1.554
H 1.935 0.181 2.824
H 3.152 -1.557 4.106
H 4.235 -0.179 3.550
H 5.242 -2.151 3.295
C -3.862 0.743 1.851
O -4.130 -0.525 2.299
H -4.130 1.472 2.615
H -2.800 0.864 1.637
H -4.410 0.949 0.932
H -3.801 -1.198 1.699
C -0.941 3.038 -2.721
O 0.137 2.125 -2.846
H -0.838 3.842 -3.450
H -1.878 2.515 -2.911
H -1.000 3.457 -1.716
H -0.025 1.355 -2.296
C -1.613 -3.414 -0.054
O -2.675 -3.741 0.761
H -2.038 -3.437 -1.058
H -1.219 -2.444 0.249
H -0.858 -4.198 -0.107
H -2.385 -3.992 1.641
C 3.269 -2.144 -1.527
O 4.181 -1.872 -0.437
H 2.442 -1.439 -1.445
H 3.728 -1.947 -2.496
H 2.881 -3.159 -1.451
H 3.742 -2.159 0.367
C 0.681 -2.681 -2.053
O -0.324 -1.718 -2.191
H 0.276 -3.692 -2.096
H 1.413 -2.637 -2.859
H 1.270 -2.569 -1.143
H -0.747 -1.866 -3.040
C 1.644 -0.574 -3.628
O 2.164 0.312 -4.576
H 1.680 -0.034 -2.682
H 0.656 -0.954 -3.888
H 2.331 -1.414 -3.528
H 1.580 1.058 -4.737
C 2.343 2.408 1.471
O 2.295 1.855 2.776
H 3.387 2.451 1.161
H 1.909 1.686 0.779
H 2.015 3.442 1.360
H 2.734 2.553 3.268
*
```

Computed properties:
Electronic energy ... -57965.8598 eV



Entry 2:
5 unconnected molecules or ions with the total composition C34H63BCl2F13O14P in a non-equilibrium geometry. Source: OMol25; level of theory: ωB97M-V/def2-TZVPD.

Geometry as ORCA input:
```
! RIJCOSX wB97M-V def2-TZVPD def2/J DEFGRID3
* xyz 0 1
O 9.208 1.399 3.331
C 8.497 2.248 3.033
Cl 9.204 3.832 2.548
C 6.978 2.131 3.060
B 6.571 0.718 2.445
C 5.373 -0.066 3.135
C 5.037 -1.447 2.528
C 3.638 -2.007 2.759
F 3.661 -2.733 3.901
F 3.375 -2.898 1.792
C 2.454 -1.021 2.930
F 2.573 -0.355 4.075
F 1.369 -1.805 3.091
C 2.123 -0.133 1.701
F 1.662 -0.994 0.781
F 3.200 0.396 1.123
C 0.989 0.912 1.861
F 0.611 1.235 0.620
F -0.094 0.407 2.418
C 1.291 2.249 2.584
F 1.431 2.137 3.895
F 0.197 2.995 2.416
C 2.477 3.118 2.055
F 2.209 4.368 2.386
F 3.607 2.831 2.661
F 2.629 3.095 0.763
P 7.595 0.171 0.875
O 6.521 0.198 -0.402
Cl 8.138 -1.827 1.241
H 6.599 2.945 2.422
H 6.592 2.268 4.076
H 4.529 0.635 3.126
H 5.662 -0.195 4.191
H 5.746 -2.168 2.945
H 5.229 -1.460 1.451
H 5.845 -0.495 -0.317
C -1.117 2.353 -1.605
O -2.078 1.405 -2.019
C -1.870 0.122 -1.445
C -3.177 -0.639 -1.342
O -4.000 -0.220 -0.260
C -4.667 1.029 -0.407
C -5.808 0.999 -1.405
O -5.314 1.092 -2.731
C -6.210 0.547 -3.678
H -0.113 2.063 -1.933
H -1.377 3.309 -2.059
H -1.137 2.474 -0.517
H -1.427 0.211 -0.448
H -1.181 -0.431 -2.098
H -2.933 -1.682 -1.126
H -3.727 -0.628 -2.284
H -3.963 1.832 -0.626
H -5.099 1.233 0.576
H -6.466 1.861 -1.230
H -6.382 0.074 -1.273
H -6.399 -0.511 -3.467
H -5.749 0.625 -4.661
H -7.155 1.101 -3.681
C 8.197 4.056 9.094
O 7.872 5.147 8.260
C 8.281 4.943 6.917
C 7.402 5.722 5.960
O 6.132 5.116 5.730
C 5.177 5.204 6.784
C 4.600 6.593 6.971
O 5.499 7.413 7.700
C 5.293 8.788 7.454
H 9.281 3.913 9.149
H 7.816 4.272 10.091
H 7.717 3.138 8.734
H 8.243 3.879 6.658
H 9.316 5.298 6.824
H 7.896 5.725 4.985
H 7.292 6.764 6.264
H 5.577 4.806 7.716
H 4.358 4.549 6.474
H 3.667 6.523 7.545
H 4.387 7.033 5.990
H 5.425 9.013 6.389
H 6.037 9.344 8.020
H 4.292 9.095 7.778
C -10.531 -0.292 -9.233
O -9.668 -1.241 -8.643
C -8.423 -0.677 -8.261
C -7.816 -1.443 -7.102
O -8.408 -1.142 -5.843
C -9.707 -1.675 -5.605
C -9.723 -3.174 -5.382
O -9.654 -3.865 -6.620
C -9.139 -5.171 -6.478
H -10.104 0.102 -10.161
H -11.472 -0.791 -9.459
H -10.735 0.530 -8.537
H -8.545 0.373 -7.974
H -7.748 -0.737 -9.125
H -6.774 -1.127 -7.009
H -7.808 -2.518 -7.286
H -10.407 -1.376 -6.385
H -10.036 -1.203 -4.675
H -10.663 -3.457 -4.891
H -8.881 -3.454 -4.739
H -8.128 -5.144 -6.056
H -9.088 -5.619 -7.469
H -9.792 -5.780 -5.843
C 0.490 -4.042 0.577
O -0.122 -4.911 -0.352
C -1.301 -4.352 -0.909
C -1.564 -4.909 -2.293
O -0.741 -4.339 -3.305
C 0.622 -4.748 -3.330
C 0.827 -6.169 -3.815
O 0.557 -7.096 -2.776
C 0.210 -8.371 -3.270
H -0.169 -3.855 1.431
H 1.404 -4.515 0.931
H 0.758 -3.096 0.096
H -1.218 -3.261 -0.971
H -2.140 -4.612 -0.250
H -2.585 -4.636 -2.570
H -1.510 -5.999 -2.308
H 1.105 -4.578 -2.367
H 1.099 -4.083 -4.055
H 1.875 -6.301 -4.119
H 0.176 -6.356 -4.677
H -0.683 -8.311 -3.903
H -0.013 -9.012 -2.419
H 1.040 -8.807 -3.839
*
```

Computed properties:
Electronic energy ... -135275.9378 eV



Entry 3:
4 unconnected molecules or ions with the total composition C2H10O2S in a non-equilibrium geometry. Source: OMol25; level of theory: ωB97M-V/def2-TZVPD.

Geometry as ORCA input:
```
! RIJCOSX wB97M-V def2-TZVPD def2/J DEFGRID3
* xyz 0 1
C 0.876 1.547 0.978
C 0.700 0.122 0.514
S -0.211 -0.865 1.543
H 1.345 1.613 1.959
H 1.441 2.104 0.243
H -0.095 2.028 1.020
H 1.626 -0.363 0.194
H 0.118 0.067 -0.491
H -1.697 -3.540 0.763
H 0.195 2.176 -2.335
H -1.107 -3.124 0.583
O 0.429 1.328 -1.929
H -1.438 -0.890 -2.880
H -0.479 0.035 -2.032
O -1.137 -0.722 -1.988
*
```

Computed properties:
Electronic energy ... -17159.9921 eV



Entry 4:
5 unconnected molecules or ions with the total composition CH14N2O4. Source: OMol25; level of theory: ωB97M-V/def2-TZVPD.

Geometry as ORCA input:
```
! RIJCOSX wB97M-V def2-TZVPD def2/J DEFGRID3
* xyz 0 1
N -2.726 -0.434 1.699
C -1.880 -1.607 1.578
N -0.458 -1.330 1.819
H -2.645 -0.033 2.626
H -2.476 0.227 0.970
H -2.284 -2.400 2.213
H -1.992 -1.957 0.551
H -0.338 -0.560 2.464
H -0.019 -2.159 2.203
H 3.379 0.027 -2.389
H 1.908 0.151 -2.339
O 2.697 0.701 -2.502
H 1.722 -2.395 -1.015
H 1.062 -1.133 -0.375
O 1.606 -1.446 -1.112
H 2.161 1.970 -1.340
H 1.840 3.316 -0.533
O 1.463 2.560 -0.985
H -0.294 2.379 -1.429
H -1.487 1.975 -0.595
O -1.239 2.149 -1.507
*
```

Computed properties:
Electronic energy ... -12434.4933 eV